{
  "formula": "C8H12N2OS",
  "method": "the ωB97M-V functional and the def2-TZVPD basis",
  "relative_energy_kcal_mol": 145.4,
  "lumo_energy_ev": [-0.270, 0.077],
  "total_charge": 0,
  "e_tot_ev": -24348.047,
  "molar_mass_g_mol": 184.26,
  "homo_energy_ev": [-6.84, -6.99],
  "multiplicity": 1,
  "species": ["C", "C", "C", "C", "C", "C", "C", "C", "N", "N", "O", "S", "H", "H", "H", "H", "H", "H", "H", "H", "H", "H", "H", "H"],
  "positions_angstrom": [[1.780, -0.427, 0.896], [3.060, -0.696, 0.515], [1.217, 0.854, 0.622], [3.674, 0.266, -0.478], [-0.120, 1.027, 1.165], [-3.191, -0.315, 0.523], [-3.060, -1.646, 0.153], [-1.381, 0.358, -1.604], [1.829, 1.702, -0.158], [2.977, 1.422, -0.647], [4.650, -0.051, -1.139], [-2.222, 0.921, -0.125], [1.344, -1.156, 1.628], [3.546, -1.462, 1.012], [-0.394, 2.081, 1.089], [-0.539, 0.448, 1.896], [-3.794, -0.040, 1.312], [-3.477, -2.351, 0.946], [-3.590, -1.913, -0.699], [-1.895, -1.772, -0.013], [-1.282, 1.148, -2.297], [-0.421, -0.112, -1.239], [-2.101, -0.469, -1.991], [3.390, 2.183, -1.367]],
  "mulliken_charge": [-0.17, -0.42, 0.72, 0.30, -1.48, -0.25, -0.96, -0.70, -0.80, 0.19, -0.65, 0.03, 0.28, 0.44, 0.47, 0.57, 0.50, 0.29, 0.29, 0.22, 0.38, 0.16, 0.28, 0.32]
}

=====

{
  "formula": "C8H12N2P",
  "method": "the ωB97M-V functional and the def2-TZVPD basis",
  "relative_energy_kcal_mol": 102.2,
  "lumo_energy_ev": [-5.394, -5.696],
  "total_charge": 1,
  "e_tot_ev": -20746.627,
  "molar_mass_g_mol": 167.17,
  "homo_energy_ev": [-12.48, -13.23],
  "multiplicity": 1,
  "species": ["C", "C", "C", "C", "C", "C", "C", "C", "N", "N", "P", "H", "H", "H", "H", "H", "H", "H", "H", "H", "H", "H", "H"],
  "positions_angstrom": [[-1.226, -3.204, 1.677], [-0.736, -2.086, 2.280], [-1.312, -2.926, 0.268], [-0.656, -0.955, 1.299], [-0.245, 0.278, 1.286], [2.020, 1.814, -0.143], [0.897, 2.475, -0.929], [0.323, 1.501, -1.951], [-1.043, -1.655, 0.132], [0.034, 0.272, -1.286], [-1.091, -0.833, -1.430], [-1.540, -4.129, 2.257], [-0.251, -1.795, 3.259], [-1.575, -3.514, -0.640], [-0.005, 1.235, 1.798], [2.597, 1.168, -0.803], [2.741, 2.423, 0.516], [1.685, 1.087, 0.591], [1.251, 3.389, -1.535], [-0.029, 2.739, -0.324], [-0.494, 2.032, -2.286], [1.032, 1.314, -2.731], [-2.378, -0.627, -1.305]],
  "mulliken_charge": [-0.71, -0.34, 0.17, 0.61, -0.60, -1.03, -0.32, -0.60, 0.10, -0.10, -0.10, 0.37, 0.36, 0.37, 0.51, 0.33, 0.31, 0.20, 0.33, 0.24, 0.41, 0.38, 0.10]
}

=====

{
  "formula": "C8H12N2PTl",
  "method": "the ωB97M-V functional and the def2-TZVPD basis",
  "relative_energy_kcal_mol": 0.0,
  "lumo_energy_ev": -0.955,
  "total_charge": 0,
  "e_tot_ev": -25448.836,
  "molar_mass_g_mol": 371.56,
  "homo_energy_ev": -5.50,
  "multiplicity": 1,
  "species": ["C", "C", "C", "C", "C", "Tl", "P", "H", "H", "H", "H", "H", "H", "H", "H", "N", "C", "C", "C", "N", "H", "H", "H", "H"],
  "positions_angstrom": [[-1.055, 1.087, -1.206], [-0.555, 2.396, -1.293], [0.819, 2.353, -1.678], [1.216, 0.994, -1.858], [0.126, 0.151, -1.585], [-1.864, -1.997, 0.705], [0.753, -2.908, 0.648], [-2.068, 0.758, -0.968], [-1.128, 3.302, -1.101], [1.460, 3.221, -1.822], [0.078, -0.938, -1.653], [2.207, 0.663, -2.168], [1.834, -1.991, 0.412], [1.102, -3.958, -0.267], [1.207, -3.506, 1.869], [-0.747, -0.456, 3.530], [-0.130, 0.518, 4.229], [0.678, 1.198, 3.326], [0.505, 0.572, 2.089], [-0.370, -0.451, 2.209], [-1.382, -1.177, 3.865], [-0.298, 0.661, 5.284], [1.316, 2.038, 3.524], [0.976, 0.784, 1.142]],
  "mulliken_charge": [-0.40, -0.69, -0.37, -0.84, -0.35, 0.52, -0.18, 0.26, 0.38, 0.39, 0.48, 0.35, 0.15, 0.12, 0.11, -0.03, -0.17, -0.70, -0.16, -0.12, 0.15, 0.43, 0.36, 0.32]
}

=====

Copy entry 1 word for word.
{
  "formula": "C8H12N2OS",
  "method": "the ωB97M-V functional and the def2-TZVPD basis",
  "relative_energy_kcal_mol": 145.4,
  "lumo_energy_ev": [-0.270, 0.077],
  "total_charge": 0,
  "e_tot_ev": -24348.047,
  "molar_mass_g_mol": 184.26,
  "homo_energy_ev": [-6.84, -6.99],
  "multiplicity": 1,
  "species": ["C", "C", "C", "C", "C", "C", "C", "C", "N", "N", "O", "S", "H", "H", "H", "H", "H", "H", "H", "H", "H", "H", "H", "H"],
  "positions_angstrom": [[1.780, -0.427, 0.896], [3.060, -0.696, 0.515], [1.217, 0.854, 0.622], [3.674, 0.266, -0.478], [-0.120, 1.027, 1.165], [-3.191, -0.315, 0.523], [-3.060, -1.646, 0.153], [-1.381, 0.358, -1.604], [1.829, 1.702, -0.158], [2.977, 1.422, -0.647], [4.650, -0.051, -1.139], [-2.222, 0.921, -0.125], [1.344, -1.156, 1.628], [3.546, -1.462, 1.012], [-0.394, 2.081, 1.089], [-0.539, 0.448, 1.896], [-3.794, -0.040, 1.312], [-3.477, -2.351, 0.946], [-3.590, -1.913, -0.699], [-1.895, -1.772, -0.013], [-1.282, 1.148, -2.297], [-0.421, -0.112, -1.239], [-2.101, -0.469, -1.991], [3.390, 2.183, -1.367]],
  "mulliken_charge": [-0.17, -0.42, 0.72, 0.30, -1.48, -0.25, -0.96, -0.70, -0.80, 0.19, -0.65, 0.03, 0.28, 0.44, 0.47, 0.57, 0.50, 0.29, 0.29, 0.22, 0.38, 0.16, 0.28, 0.32]
}

=====

Copy entry 2 word for word.
{
  "formula": "C8H12N2P",
  "method": "the ωB97M-V functional and the def2-TZVPD basis",
  "relative_energy_kcal_mol": 102.2,
  "lumo_energy_ev": [-5.394, -5.696],
  "total_charge": 1,
  "e_tot_ev": -20746.627,
  "molar_mass_g_mol": 167.17,
  "homo_energy_ev": [-12.48, -13.23],
  "multiplicity": 1,
  "species": ["C", "C", "C", "C", "C", "C", "C", "C", "N", "N", "P", "H", "H", "H", "H", "H", "H", "H", "H", "H", "H", "H", "H"],
  "positions_angstrom": [[-1.226, -3.204, 1.677], [-0.736, -2.086, 2.280], [-1.312, -2.926, 0.268], [-0.656, -0.955, 1.299], [-0.245, 0.278, 1.286], [2.020, 1.814, -0.143], [0.897, 2.475, -0.929], [0.323, 1.501, -1.951], [-1.043, -1.655, 0.132], [0.034, 0.272, -1.286], [-1.091, -0.833, -1.430], [-1.540, -4.129, 2.257], [-0.251, -1.795, 3.259], [-1.575, -3.514, -0.640], [-0.005, 1.235, 1.798], [2.597, 1.168, -0.803], [2.741, 2.423, 0.516], [1.685, 1.087, 0.591], [1.251, 3.389, -1.535], [-0.029, 2.739, -0.324], [-0.494, 2.032, -2.286], [1.032, 1.314, -2.731], [-2.378, -0.627, -1.305]],
  "mulliken_charge": [-0.71, -0.34, 0.17, 0.61, -0.60, -1.03, -0.32, -0.60, 0.10, -0.10, -0.10, 0.37, 0.36, 0.37, 0.51, 0.33, 0.31, 0.20, 0.33, 0.24, 0.41, 0.38, 0.10]
}